a.
Here is a structure of composition C4H7N2 from the Open Molecules 2025 dataset. Energies are from ωB97M-V/def2-TZVPD.

Calculated values
2S+1 ... 1
Lowest unoccupied orbital energy ... -0.135 hartree
HOMO ... -16.033 eV
Charge ... +1
HOMO-LUMO gap ... 0.454 hartree

CARTESIAN COORDINATES (ANGSTROEM)
C: 2.013 -0.476 0.045
C: 1.221 0.769 -0.049
C: -1.134 -0.392 -0.736
C: -1.227 -0.536 0.746
N: 1.060 -1.275 -0.085
N: 0.037 -0.327 0.020
H: 3.121 -0.687 0.186
H: 1.098 1.429 0.817
H: 1.246 1.154 -0.966
H: -1.369 -1.347 -1.233
H: -1.466 0.421 -1.193
H: -1.385 0.421 1.425
H: -1.149 -1.406 1.253

***

b.
Here is the ion C4H7N2 with charge +1 from the Open Molecules 2025 dataset. Energies are from ωB97M-V/def2-TZVPD.

Calculated values
2S+1 ... 1
Lowest unoccupied orbital energy (alpha / beta) ... -0.192 / -0.223 hartree
HOMO (alpha / beta) ... -13.794 / -13.751 eV
Charge ... +1
HOMO-LUMO gap (alpha / beta) ... 0.315 / 0.283 hartree

CARTESIAN COORDINATES (ANGSTROEM)
C: 1.600 -0.427 -0.056
C: -0.542 -1.418 0.062
C: 1.252 0.857 0.006
C: -1.189 -0.076 -0.120
N: 0.848 -1.432 0.147
N: -0.295 1.023 0.273
H: 2.571 -0.768 -0.229
H: -0.834 -1.952 1.036
H: -0.949 -2.335 -0.490
H: 1.684 1.833 -0.002
H: -2.127 0.139 -0.612
H: -0.581 1.207 1.253
H: -0.424 2.011 -0.138

***

Verdict on stability: b comes out at the bottom.

***

a.
Here is the ion C4H7N2 with charge +1 from the Open Molecules 2025 dataset. Energies are from ωB97M-V/def2-TZVPD.

Calculated values
2S+1 ... 1
Lowest unoccupied orbital energy ... -0.155 hartree
SMILES ... C=NC[N+]#CC
HOMO ... -14.601 eV
Charge ... +1
HOMO-LUMO gap ... 0.382 hartree

CARTESIAN COORDINATES (ANGSTROEM)
C: 1.821 0.779 1.216
C: 0.050 1.693 -0.250
C: -0.903 -0.762 -0.711
C: -1.210 -2.084 -0.640
N: 1.293 1.728 0.569
N: -0.587 0.348 -0.720
H: 2.755 1.098 1.729
H: 0.283 2.348 -1.042
H: -0.825 2.306 0.114
H: 1.380 -0.200 1.385
H: -0.529 -2.576 0.067
H: -1.396 -2.568 -1.578
H: -2.132 -2.112 -0.139

***

b.
Here is the ion C4H7N2 with charge +1 from the Open Molecules 2025 dataset. Energies are from ωB97M-V/def2-TZVPD.

Calculated values
2S+1 ... 1
Lowest unoccupied orbital energy ... -0.286 hartree
SMILES ... [H]/N=C(/C)C=[N+]=C
HOMO ... -16.256 eV
Charge ... +1
HOMO-LUMO gap ... 0.311 hartree

CARTESIAN COORDINATES (ANGSTROEM)
C: 0.878 -0.861 1.885
C: 0.168 -0.644 0.536
C: 0.789 0.471 -0.232
N: 0.219 1.128 -1.196
C: -1.022 1.160 -1.539
N: -0.967 -1.201 0.267
H: 0.331 -1.706 2.278
H: 0.778 0.032 2.499
H: 1.943 -1.008 1.699
H: 1.808 0.712 0.050
H: -1.873 0.951 -0.884
H: -1.221 1.582 -2.533
H: -0.963 -0.825 -0.700

***

c.
Here is a cluster of 2 separate species, C4H7N2 in total from the Open Molecules 2025 dataset. Energies are from ωB97M-V/def2-TZVPD.

Calculated values
2S+1 ... 1
Lowest unoccupied orbital energy ... -0.156 hartree
HOMO ... -15.721 eV
Charge ... +1
HOMO-LUMO gap ... 0.421 hartree

CARTESIAN COORDINATES (ANGSTROEM)
C: 3.483 0.741 0.008
C: 1.720 -0.970 -0.007
C: -2.109 -0.076 0.004
C: -3.492 0.244 -0.007
N: 2.623 -0.144 -0.007
N: -0.993 -0.334 0.027
H: 3.861 1.163 -0.916
H: 1.944 -2.031 -0.035
H: 0.625 -0.675 0.015
H: 3.887 1.105 0.944
H: -3.896 0.101 -1.010
H: -3.630 1.283 0.293
H: -4.022 -0.406 0.691

***

d.
Here is the ion C4H7N2 with charge +1 from the Open Molecules 2025 dataset. Energies are from ωB97M-V/def2-TZVPD.

Calculated values
2S+1 ... 1
Lowest unoccupied orbital energy ... -0.185 hartree
SMILES ... C#C/[NH+]=C(/C)N
HOMO ... -13.885 eV
Charge ... +1
HOMO-LUMO gap ... 0.326 hartree

CARTESIAN COORDINATES (ANGSTROEM)
C: 1.772 -2.153 -0.770
C: 1.414 -1.273 -0.046
C: -0.327 0.504 -0.053
C: -0.923 1.634 0.643
N: -0.884 -0.285 -0.916
N: 1.006 -0.129 0.549
H: 1.833 -3.123 -1.141
H: -0.499 1.926 1.710
H: -0.729 2.544 0.008
H: -1.937 1.433 1.019
H: -1.882 -0.191 -1.031
H: -0.295 -1.006 -1.405
H: 1.450 0.119 1.433

***

Verdict on stability: b comes out at the bottom.